Computed, not measured: a molecular structure, C29H32NOY at a distorted geometry, with ωB97M-V/def2-TZVPD.

XYZ file:
```
64
C29H32NOY ωB97M-V/def2-TZVPD
C -1.933 -2.450 -1.011
C -2.347 -1.107 -1.275
C -1.284 -0.420 -1.938
H -3.314 -0.689 -1.048
C -0.196 -1.347 -2.087
C -0.631 -2.611 -1.580
H 0.720 -1.151 -2.632
C -1.666 -0.742 2.794
C -2.588 -0.400 1.762
C -2.222 0.860 1.211
H -3.516 -0.921 1.556
C -1.025 1.287 1.914
C -0.687 0.283 2.870
H -1.330 0.562 -2.386
H -0.090 -3.559 -1.658
H -2.506 -3.192 -0.465
H 0.071 0.401 3.630
H -2.805 1.481 0.532
H -1.795 -1.525 3.519
Y -0.201 -0.994 0.309
C 0.039 2.252 1.396
C 0.943 2.738 2.509
C -0.540 3.380 0.547
H 0.382 3.287 3.282
H 1.737 3.365 2.091
H 1.440 1.900 2.999
H -1.194 4.030 1.154
H -1.194 3.003 -0.258
H 0.257 4.006 0.106
C 0.780 1.201 0.466
C 1.938 1.050 -0.475
H -0.109 0.983 -0.271
H 1.112 0.438 1.258
O 2.100 -0.244 -0.717
N 2.407 2.087 -1.249
C 2.636 1.731 -2.717
H 3.161 2.634 -0.874
C 1.386 2.061 -3.496
C 1.038 1.288 -4.624
H 1.659 0.413 -4.865
C -0.064 1.635 -5.408
H -0.275 1.080 -6.327
C -0.877 2.705 -5.007
H -1.735 2.983 -5.613
C -0.584 3.418 -3.845
H -1.222 4.238 -3.501
C 0.556 3.103 -3.103
H 0.828 3.664 -2.201
H 2.863 0.645 -2.848
H 3.556 2.243 -3.113
C 1.469 -2.353 1.236
C 0.835 -3.113 2.267
C 1.140 -2.889 3.650
C 0.520 -3.682 4.621
C -0.442 -4.654 4.259
C -0.786 -4.835 2.925
C -0.154 -4.083 1.921
H 2.388 -1.831 1.480
H 1.438 -2.779 0.208
H 1.892 -2.122 3.919
H 0.806 -3.575 5.664
H -0.927 -5.269 5.033
H -1.508 -5.613 2.635
H -0.351 -4.285 0.868
```

Output
Maximum force: 5.56 eV/Å
Orbital gap: 6.07 eV
ΔE to the lowest compared entry with this formula, charge and spin: 2.549 eV

Here are the natural (NBO) charges for atoms 1 to 5, given in e: -0.3183, -0.2887, -0.3950, 0.2367, -0.4128

---

Computed, not measured: a molecular structure, C12H23N2NiO2P2 at a distorted geometry, with ωB97M-V/def2-TZVPD.

XYZ file:
```
42
C12H23N2NiO2P2 ωB97M-V/def2-TZVPD
Ni -0.485 -0.492 0.973
P 1.475 -1.306 1.223
C 2.007 -1.285 -0.482
C 0.941 -1.195 -1.431
N -0.256 -0.699 -0.932
C -1.290 -0.387 -1.728
C -1.248 -0.686 -3.083
C -0.074 -1.219 -3.630
C 1.028 -1.433 -2.816
C -2.472 0.268 -1.064
P -1.960 1.213 0.439
H 1.972 -1.809 -3.220
H -2.130 -0.479 -3.682
H -0.041 -1.470 -4.691
H -2.989 0.939 -1.759
H -3.190 -0.502 -0.739
H 2.843 0.397 -0.873
H 2.978 -1.657 -0.807
H 1.920 2.078 0.066
O 2.871 1.396 -0.975
H 3.780 1.611 -1.246
H -0.585 1.207 1.055
O 1.217 2.335 0.761
H 1.527 3.132 1.212
C -1.626 2.869 -0.202
H -2.416 3.187 -0.893
H -1.558 3.549 0.654
H -0.648 2.840 -0.695
C -3.390 1.283 1.520
H -3.149 1.889 2.400
H -4.234 1.738 0.990
H -3.659 0.274 1.847
C 1.418 -2.989 1.888
H 2.361 -3.513 1.690
H 1.229 -2.892 2.965
H 0.569 -3.509 1.428
C 2.643 -0.332 2.212
H 2.393 -0.515 3.267
H 3.670 -0.655 1.988
H 2.492 0.731 1.971
N -2.334 -2.323 2.472
C -1.598 -1.589 1.926
```

Output
<S²>: 2.0485
Maximum force: 3.83 eV/Å
Orbital gap (spin up / spin down): 8.00 / 5.76 eV
Net charge: +1
Spin multiplicity: 3
ΔE to the lowest compared entry with this formula, charge and spin: 0.369 eV

Here are the Löwdin charges for atoms 1 to 5, given in e: 0.0277, 0.8060, -0.1682, -0.2919, 0.0217

---

Computed, not measured: a molecular structure, C7H11Cl12I2O3P2S at a distorted geometry, with ωB97M-V/def2-TZVPD.

XYZ file:
```
38
C7H11Cl12I2O3P2S ωB97M-V/def2-TZVPD
C -3.577 3.402 -1.082
C -3.003 4.620 -0.226
I -3.229 6.686 -0.868
C -2.335 4.318 0.974
I -1.507 5.918 2.214
S -2.092 2.629 1.653
P -0.873 1.446 0.297
P -1.326 -0.625 0.906
O -1.824 -1.487 -0.234
O -0.026 -1.389 1.639
O -2.582 -0.584 2.062
H -3.869 2.587 -0.362
H -4.485 3.752 -1.651
H -2.800 3.062 -1.831
H -3.349 2.018 1.658
H 0.476 1.792 0.649
H -0.385 -2.244 1.973
H -3.401 -0.341 1.585
C -2.097 -5.265 -0.069
Cl -1.568 -5.029 1.604
Cl -1.604 -6.857 -0.655
Cl -3.848 -5.067 -0.201
H -1.620 -4.509 -0.688
C 3.482 -2.385 1.933
Cl 4.874 -2.764 2.952
Cl 3.961 -1.339 0.588
Cl 2.729 -3.867 1.329
H 2.752 -1.851 2.535
C 1.903 4.236 -0.921
Cl 2.403 4.439 0.762
Cl 2.352 2.631 -1.514
Cl 0.158 4.490 -1.082
H 2.415 4.980 -1.524
C 4.729 -3.465 -2.778
Cl 3.727 -4.580 -3.716
Cl 6.340 -4.144 -2.519
Cl 4.837 -1.894 -3.585
H 4.261 -3.319 -1.808
```

Output
Maximum force: 5.17 eV/Å
Orbital gap: 7.52 eV
Net charge: +1
ΔE to the lowest compared entry with this formula, charge and spin: 2.204 eV

Here are the natural (NBO) charges for atoms 1 to 5, given in e: -0.6793, -0.0929, 0.3219, -0.4810, 0.3045

---

Computed, not measured: 4 unconnected molecules or ions with the total composition C15H33Cl6FNO5P, with ωB97M-V/def2-TZVPD.

XYZ file:
```
62
C15H33Cl6FNO5P ωB97M-V/def2-TZVPD
C 2.107 -4.241 -1.410
O 2.295 -3.690 -2.697
C 1.902 -2.344 -2.795
C 2.996 -1.391 -2.315
O 3.966 -1.156 -3.279
O 2.451 -0.105 -1.990
C 1.776 0.107 -0.785
F 1.601 -1.076 -0.083
C 0.420 0.750 -1.019
O -0.467 -0.147 -1.624
C -1.367 -0.818 -0.745
C -2.783 -0.302 -0.913
C -3.414 -0.692 -2.245
C -3.726 -2.185 -2.392
N -4.420 -2.819 -1.274
P 2.848 1.181 0.269
O 2.262 1.555 1.578
H 1.095 -4.035 -1.042
H 2.245 -5.316 -1.502
H 2.824 -3.854 -0.679
H 0.979 -2.161 -2.242
H 1.711 -2.144 -3.855
H 3.542 -1.815 -1.470
H 3.549 -0.696 -4.026
H 0.577 1.595 -1.694
H 0.043 1.131 -0.064
H -1.034 -0.704 0.291
H -1.302 -1.885 -0.984
H -3.383 -0.640 -0.068
H -2.747 0.791 -0.848
H -2.723 -0.409 -3.045
H -4.329 -0.113 -2.397
H -4.333 -2.318 -3.292
H -2.800 -2.737 -2.569
H -5.038 -2.175 -0.794
H -3.773 -3.178 -0.585
H 4.038 0.455 0.341
H 3.080 2.260 -0.605
Cl -3.546 -0.596 3.883
C -4.405 0.898 3.413
C -5.766 0.604 2.836
Cl -5.617 -0.229 1.264
H -3.779 1.423 2.697
H -4.507 1.507 4.309
H -6.303 1.535 2.659
H -6.353 -0.031 3.494
Cl 6.341 2.648 0.048
C 7.261 1.794 -1.222
C 6.429 0.735 -1.897
Cl 6.051 -0.616 -0.798
H 8.145 1.367 -0.756
H 7.564 2.539 -1.954
H 6.969 0.313 -2.742
H 5.484 1.141 -2.251
Cl -2.800 4.438 6.983
C -1.787 3.435 5.912
C -1.630 4.044 4.543
Cl -3.167 4.051 3.631
H -2.242 2.450 5.856
H -0.809 3.348 6.380
H -0.920 3.454 3.966
H -1.283 5.072 4.598
```

Output
Maximum force: 0.83 eV/Å
Structure (SMILES): COC[C@@H](O)O[C@](F)(COCCCCN)[PH2]=O.ClCCCl.ClCCCl.ClCCCl
Orbital gap: 9.57 eV
ΔE to the lowest compared entry with this formula, charge and spin: 0.000 eV

Here are the natural (NBO) charges for atoms 1 to 5, given in e: -0.2492, -0.5293, -0.1007, 0.3501, -0.6965

---

Computed, not measured: a molecular structure, C7H28BN12O9Pd2 at a distorted geometry, with ωB97M-V/def2-TZVPD.

XYZ file:
```
59
C7H28BN12O9Pd2 ωB97M-V/def2-TZVPD
Pd -10.515 19.365 -3.554
Pd -13.165 17.696 -0.372
B -11.259 21.481 -3.501
H -11.949 22.410 -3.656
H -10.589 21.572 -2.538
H -11.986 20.557 -3.331
H -10.626 21.243 -4.474
C -10.752 17.515 -1.625
O -11.597 18.466 -1.771
O -9.810 17.471 -2.473
O -10.972 16.742 -0.656
C -7.323 19.629 -2.663
O -8.491 19.959 -2.934
N -6.276 20.458 -2.859
N -6.974 18.374 -2.255
H -6.401 21.359 -3.284
H -5.380 20.153 -2.530
H -6.042 18.025 -2.368
H -7.735 17.725 -2.160
C -7.551 14.500 -1.897
O -6.534 13.860 -1.679
N -8.302 14.343 -3.023
N -8.041 15.453 -1.041
H -9.229 14.742 -3.113
H -7.994 13.688 -3.717
H -7.600 15.576 -0.151
H -8.812 15.999 -1.384
C -8.488 19.304 1.487
O -7.513 19.676 2.133
N -8.768 17.984 1.284
N -9.416 20.155 0.999
H -9.603 17.744 0.785
H -8.099 17.341 1.664
H -9.266 21.123 1.220
H -10.189 19.812 0.464
C -11.623 13.197 -2.726
O -12.408 12.563 -3.418
N -10.899 12.642 -1.715
N -11.481 14.559 -2.871
H -10.248 13.229 -1.224
H -10.822 11.647 -1.630
H -11.970 14.950 -3.655
H -11.209 15.118 -2.078
C -13.057 17.684 -4.846
O -12.007 18.347 -4.781
N -14.104 17.928 -4.034
N -13.197 16.684 -5.747
H -15.013 17.503 -4.065
H -13.991 18.656 -3.350
H -14.110 16.288 -5.869
H -12.389 16.387 -6.262
C -12.434 15.877 2.354
O -13.079 16.362 1.404
N -12.985 15.738 3.583
N -11.173 15.432 2.181
H -13.969 15.892 3.709
H -12.530 15.051 4.161
H -10.784 15.599 1.267
H -10.590 15.104 2.927
```

Output
<S²>: 6.0148
Maximum force: 2.42 eV/Å
Orbital gap (spin up / spin down): 8.23 / 5.08 eV
Net charge: +1
Spin multiplicity: 5

Here are the Löwdin charges for atoms 1 to 5, given in e: 1.1410, 0.8636, -0.3366, 0.0115, -0.0100

---

Q: The highest maximum force belongs to which entry?
A: C29H32NOY

---

Repeat the second record exactly.
Computed, not measured: a molecular structure, C12H23N2NiO2P2 at a distorted geometry, with ωB97M-V/def2-TZVPD.

XYZ file:
```
42
C12H23N2NiO2P2 ωB97M-V/def2-TZVPD
Ni -0.485 -0.492 0.973
P 1.475 -1.306 1.223
C 2.007 -1.285 -0.482
C 0.941 -1.195 -1.431
N -0.256 -0.699 -0.932
C -1.290 -0.387 -1.728
C -1.248 -0.686 -3.083
C -0.074 -1.219 -3.630
C 1.028 -1.433 -2.816
C -2.472 0.268 -1.064
P -1.960 1.213 0.439
H 1.972 -1.809 -3.220
H -2.130 -0.479 -3.682
H -0.041 -1.470 -4.691
H -2.989 0.939 -1.759
H -3.190 -0.502 -0.739
H 2.843 0.397 -0.873
H 2.978 -1.657 -0.807
H 1.920 2.078 0.066
O 2.871 1.396 -0.975
H 3.780 1.611 -1.246
H -0.585 1.207 1.055
O 1.217 2.335 0.761
H 1.527 3.132 1.212
C -1.626 2.869 -0.202
H -2.416 3.187 -0.893
H -1.558 3.549 0.654
H -0.648 2.840 -0.695
C -3.390 1.283 1.520
H -3.149 1.889 2.400
H -4.234 1.738 0.990
H -3.659 0.274 1.847
C 1.418 -2.989 1.888
H 2.361 -3.513 1.690
H 1.229 -2.892 2.965
H 0.569 -3.509 1.428
C 2.643 -0.332 2.212
H 2.393 -0.515 3.267
H 3.670 -0.655 1.988
H 2.492 0.731 1.971
N -2.334 -2.323 2.472
C -1.598 -1.589 1.926
```

Output
<S²>: 2.0485
Maximum force: 3.83 eV/Å
Orbital gap (spin up / spin down): 8.00 / 5.76 eV
Net charge: +1
Spin multiplicity: 3
ΔE to the lowest compared entry with this formula, charge and spin: 0.369 eV

Here are the Löwdin charges for atoms 1 to 5, given in e: 0.0277, 0.8060, -0.1682, -0.2919, 0.0217